1.
DFT (the ωB97M-V functional and the def2-TZVPD basis) results for a structure of composition C28H40F6NO7PPtS2Se.

```
87
Properties=species:S:1:pos:R:3:mulliken_spin:R:1
Pt -3.3056 -0.3205 -0.3257 1.49
C 3.2463 -3.5592 -1.8249 0.00
C 3.0596 -2.2770 -2.6355 0.00
C 4.2256 -1.3328 -2.3138 0.00
C 3.1005 -2.6422 -4.1257 0.00
C 1.7362 -1.5878 -2.3158 0.02
C 0.8255 -2.0720 -1.4007 -0.01
C -0.3730 -1.3975 -1.1786 -0.01
Se -1.5303 -2.0335 0.2064 0.31
C -0.6782 -1.0078 1.5862 0.18
C 0.2372 -1.6225 2.3895 0.01
C 0.9643 -0.8889 3.3363 0.08
C 0.7435 0.4940 3.4190 -0.09
C -0.1571 1.1831 2.6403 0.02
C -0.9393 0.4129 1.6866 0.21
O -1.8279 0.9596 0.9864 0.49
C -0.2964 2.6938 2.8478 0.07
C -0.7316 2.9386 4.3028 0.02
C -1.2966 3.4151 1.9400 -0.02
C 1.0827 3.3348 2.6138 0.02
C 1.9807 -1.5379 4.2675 0.05
C 1.5459 -1.3000 5.7213 0.03
C 2.1000 -3.0443 4.0395 0.01
C 3.3578 -0.9008 4.0304 0.03
C -0.7360 -0.2286 -1.8673 0.04
O -1.8900 0.3683 -1.7116 0.30
C 0.2344 0.3154 -2.7675 0.01
C 1.4053 -0.3858 -2.9627 0.01
C -0.0241 1.6572 -3.4479 0.00
C -0.1641 2.7445 -2.3670 0.00
C 1.1328 2.0773 -4.3582 0.00
C -1.2880 1.5814 -4.3151 0.00
H 4.1992 -4.0235 -2.0871 0.00
H 3.2578 -3.3590 -0.7516 0.00
H 2.4551 -4.2823 -2.0289 0.00
H 5.1814 -1.8120 -2.5402 0.00
H 4.1661 -0.4121 -2.8950 0.00
H 4.2193 -1.0602 -1.2566 0.00
H 4.0452 -3.1326 -4.3740 0.00
H 2.2834 -3.3195 -4.3783 0.00
H 3.0039 -1.7572 -4.7553 0.00
H 1.0175 -2.9794 -0.8425 -0.01
H 0.3916 -2.6875 2.2920 -0.01
H 1.3186 1.0475 4.1496 0.00
H -1.7037 2.4837 4.4971 0.00
H -0.0162 2.5339 5.0196 0.00
H -0.8157 4.0125 4.4805 0.00
H -2.3136 3.0552 2.0747 0.00
H -1.2679 4.4765 2.1998 0.00
H -1.0458 3.3152 0.8855 0.01
H 1.8373 2.9583 3.3053 0.00
H 1.4291 3.1489 1.5959 -0.01
H 1.0089 4.4148 2.7547 0.00
H 0.5655 -1.7387 5.9097 0.00
H 2.2653 -1.7603 6.4018 0.00
H 1.4915 -0.2377 5.9597 0.00
H 1.1547 -3.5578 4.2204 0.00
H 2.4295 -3.2763 3.0253 0.00
H 2.8382 -3.4556 4.7298 0.00
H 3.3519 0.1697 4.2359 0.00
H 4.0967 -1.3635 4.6879 0.00
H 3.6805 -1.0446 2.9981 0.00
H 2.1282 0.0213 -3.6566 0.00
H 0.7864 2.8800 -1.8436 0.00
H -0.4369 3.6968 -2.8280 0.00
H -0.9238 2.4814 -1.6345 0.01
H 2.0716 2.1865 -3.8097 0.00
H 1.2876 1.3690 -5.1749 0.00
H 0.8944 3.0449 -4.8038 0.00
H -2.1630 1.2767 -3.7487 0.00
H -1.4835 2.5569 -4.7676 0.00
H -1.1485 0.8579 -5.1217 0.00
F -4.0103 -1.3371 -2.3598 0.04
P -5.3689 -0.6344 -3.0730 0.02
F -6.2926 -1.6612 -2.2757 0.00
F -4.3766 0.4026 -3.8154 0.00
F -5.2225 -1.6617 -4.2932 0.00
F -6.6409 0.0854 -3.7217 0.00
F -5.4098 0.3868 -1.7858 0.01
O -3.5770 3.9059 -2.8270 0.27
N -3.6481 2.9183 -2.1706 0.43
O -3.7355 2.7092 -1.0100 0.31
O -5.8060 -2.1993 2.5790 0.02
S -4.6154 -1.7585 1.9120 -0.01
O -3.3562 -2.1187 2.5458 0.01
O -4.5938 -2.1002 0.4500 0.19
S -4.6243 0.2982 1.6249 0.47
```

Values from the calculation:
Spin multiplicity: 6
Total charge: -1
LUMO level (spin up / spin down) in eV: 1.809 / -0.482
Frontier orbital gap (spin up / spin down) in eV: 7.422 / 5.171

---

2.
DFT (the ωB97M-V functional and the def2-TZVPD basis) results for the molecule C4H7NO.

```
13
Properties=species:S:1:pos:R:3:lowdin_charge:R:1
N 2.2508 -0.1615 0.3060 0.14
C 1.0455 0.3488 -0.1667 -0.50
O 1.0214 1.3684 -0.8314 0.05
C -0.2229 -0.2882 0.3094 -0.21
C -1.4000 -0.4851 -0.6235 -0.11
C -1.4288 0.6313 0.3569 -0.11
H 2.4530 -1.1474 0.2264 0.10
H 3.0322 0.4168 0.0288 0.10
H -0.1072 -0.9897 1.1267 0.13
H -1.2628 -0.2346 -1.6711 0.11
H -2.0231 -1.3550 -0.4334 0.10
H -2.0769 0.5640 1.2252 0.10
H -1.2747 1.6315 -0.0377 0.11
```

Values from the calculation:
Structure (SMILES): NC(=O)C1CC1
LUMO level in eV: 1.038
Frontier orbital gap in eV: 10.876

---

3.
DFT (the ωB97M-V functional and the def2-TZVPD basis) results for a cluster of 2 separate species, C2H3NO3S in total.

```
10
Properties=species:S:1:pos:R:3:lowdin_charge:R:1
C 0.8499 0.3723 -0.8808 -0.23
C 0.1623 -0.8085 -1.1283 -0.04
N 1.5005 1.2517 -0.5807 0.16
O 1.8819 2.8824 -2.7829 -0.26
O 3.8236 2.7430 -1.3159 -0.24
O 3.5021 1.0235 -2.9506 -0.26
S 2.9853 2.1553 -2.2563 0.56
H 0.8908 -1.7196 -0.9994 0.15
H -0.3099 -0.8735 -2.0196 0.05
H -0.7231 -0.9021 -0.5088 0.10
```

Values from the calculation:
Structure (SMILES): O=S(=O)=O.CC#N
LUMO level in eV: -0.230
Frontier orbital gap in eV: 11.147

---

4.
DFT (the ωB97M-V functional and the def2-TZVPD basis) results for a structure of composition C25H28Cl2F5N4O2Pt.

```
67
Properties=species:S:1:pos:R:3:lowdin_charge:R:1
Pt -0.4554 0.5675 -0.5255 1.11
Cl 5.5003 5.3202 0.1964 0.60
C 4.4359 3.9910 -0.2163 -0.68
C 5.0002 2.7270 -0.4852 -0.14
C 4.1849 1.6861 -0.8076 -0.57
Cl 4.8885 0.1236 -1.1178 0.66
C 2.7412 1.7991 -0.9166 -0.43
O 2.0309 0.8266 -1.2194 -0.09
C 2.2250 3.1150 -0.6105 -0.13
C 0.8188 3.3996 -0.6079 -0.19
O -0.1180 2.6973 -0.9833 -0.10
C 3.0887 4.1732 -0.2639 -0.09
H 6.0714 2.5859 -0.4312 0.10
H 0.5701 4.4145 -0.2453 0.13
H 2.6642 5.1469 -0.0407 0.11
F -2.9037 -0.5816 -1.7773 -0.03
C -2.1730 0.6041 -1.8554 -0.47
F -3.0668 1.5906 -1.4761 -0.01
C -1.9908 0.8182 -3.3572 -0.61
F -1.3997 1.9950 -3.6153 0.12
F -1.2269 -0.1532 -3.8915 0.11
F -3.1587 0.8085 -4.0580 0.10
C 2.5313 -3.2826 -2.7512 -0.16
C 2.0351 -1.9187 -3.1917 -0.17
N 0.8996 -1.4933 -2.3834 0.08
C 0.3949 -2.1706 -1.3248 -0.34
N -0.3034 -1.5454 -0.4176 -0.05
C -0.9296 -2.3081 0.6483 -0.21
C -0.1032 -3.5280 1.0087 -0.15
C 0.0828 -4.3620 -0.2422 -0.16
N 0.6140 -3.5238 -1.3030 -0.05
C 1.3156 -4.1324 -2.4177 -0.15
H 3.1444 -3.1837 -1.8525 0.12
H 3.1321 -3.7445 -3.5361 0.11
H 1.7265 -1.9568 -4.2403 0.12
H 2.8292 -1.1765 -3.0982 0.10
H 0.8275 -0.4886 -2.2603 0.07
H -1.9388 -2.6133 0.3426 0.13
H -1.0258 -1.6563 1.5100 0.08
H -0.5885 -4.1130 1.7915 0.11
H 0.8737 -3.1968 1.3722 0.13
H -0.8748 -4.8076 -0.5393 0.12
H 0.7877 -5.1773 -0.0674 0.11
H 0.6647 -4.2056 -3.2989 0.13
H 1.6029 -5.1420 -2.1276 0.11
C -5.0351 0.4535 2.0458 -0.12
N -3.7485 0.9516 2.4920 -0.26
C -3.5631 2.3358 2.0771 -0.09
C -2.6775 0.0945 1.9778 -0.21
C -1.3041 0.5022 2.4707 -0.29
C -1.1100 0.6504 3.8466 -0.07
C 0.1130 1.0525 4.3616 -0.12
C 1.1668 1.3078 3.4913 -0.11
C 0.9816 1.1492 2.1210 -0.12
C -0.2523 0.7467 1.5746 -0.22
H -5.8344 1.0668 2.4687 0.07
H -5.1686 -0.5733 2.3949 0.08
H -5.1358 0.4567 0.9469 0.09
H -4.3890 2.9390 2.4605 0.08
H -3.5175 2.4446 0.9817 0.08
H -2.6325 2.7210 2.4948 0.08
H -2.6675 0.0886 0.8806 0.09
H -2.8994 -0.9268 2.3094 0.11
H -1.9468 0.4595 4.5134 0.10
H 0.2431 1.1752 5.4322 0.09
H 2.1308 1.6279 3.8771 0.09
H 1.8214 1.3481 1.4655 0.07
```

Values from the calculation:
Total charge: -1
LUMO level (spin up / spin down) in eV: 2.495 / 2.495
Frontier orbital gap (spin up / spin down) in eV: 6.075 / 6.075

---

5.
DFT (the ωB97M-V functional and the def2-TZVPD basis) results for a structure of composition C25H45N2P3Se2Sn.

```
78
Properties=species:S:1:pos:R:3:lowdin_charge:R:1
Sn -0.8029 -0.0490 -0.8367 0.66
P -3.3491 -0.1692 -0.9948 0.71
P 0.0002 -2.6009 -0.3475 0.72
P -0.1984 2.5375 -0.4202 0.71
H 2.6149 -0.8720 -2.2283 0.03
C 2.8531 0.0536 -1.7313 -0.13
C 3.3259 0.1093 -0.4836 -0.01
H 3.5757 -0.7799 0.1158 0.07
C -3.7133 -0.1926 -2.8028 -0.23
C -3.9796 -1.6914 -0.1949 -0.20
C -4.1003 1.3227 -0.2489 -0.21
C 1.7346 -3.1769 -0.2030 -0.21
C -0.7835 -3.5144 1.0366 -0.23
C -0.5734 -3.5130 -1.8212 -0.24
C 1.4922 3.2283 -0.2810 -0.20
C -1.0499 3.3944 0.9590 -0.24
C -0.8358 3.3681 -1.9080 -0.25
H 2.5819 0.9144 -2.3178 0.04
H 3.4872 1.0401 0.0781 0.07
H -4.7876 -0.2813 -3.0171 0.09
H -3.1993 -1.0403 -3.2638 0.05
H -3.3401 0.7241 -3.2752 0.04
H -5.0294 -1.8507 -0.3932 0.08
H -3.8252 -1.5872 0.8914 0.05
H -3.3931 -2.5413 -0.5902 0.05
H -5.1654 1.3718 -0.4275 0.08
H -3.6056 2.2023 -0.6996 0.05
H -3.9125 1.2848 0.8359 0.04
H 1.7960 -4.2204 -0.5432 0.09
H 2.0441 -3.1224 0.8492 0.07
H 2.4084 -2.5504 -0.7978 0.02
H -0.9380 -4.5665 0.7480 0.09
H -1.7417 -3.0534 1.3074 0.02
H -0.1199 -3.4708 1.9118 0.06
H -0.1999 -4.5454 -1.7693 0.08
H -0.1939 -3.0350 -2.7347 0.05
H -1.6708 -3.5312 -1.8721 0.05
H 1.4689 4.2882 -0.5722 0.09
H 2.1957 2.6850 -0.9211 0.03
H 1.8394 3.1490 0.7577 0.07
H -0.9796 4.4834 0.8034 0.09
H -0.5693 3.1192 1.9091 0.05
H -2.1050 3.0961 1.0120 0.03
H -0.5288 4.4227 -1.8733 0.08
H -1.9315 3.3129 -1.9436 0.05
H -0.4359 2.8878 -2.8127 0.01
C 1.2332 0.1415 -5.4360 -0.48
C 2.5632 -0.1531 -5.0592 -0.06
C 3.6269 -0.1036 -5.9878 0.03
C 3.3628 0.1750 -7.3365 0.07
C 2.0334 0.3727 -7.7479 0.02
C 0.9967 0.3419 -6.8185 -0.06
Se -0.2459 0.3027 -4.1978 0.96
H 0.5011 0.1012 -2.7433 -0.19
H 2.7708 -0.3978 -4.0173 0.06
H 4.6622 -0.2832 -5.6559 0.15
H 4.1795 0.2223 -8.0408 0.15
H 1.8056 0.5536 -8.8000 0.15
H -0.0325 0.4923 -7.1385 0.12
C -2.1508 0.7025 5.3308 0.00
N -0.7735 0.3719 5.0023 -0.07
C -0.3060 0.0769 3.7520 -0.62
Se -1.3924 0.0837 2.2106 0.63
N 1.0264 -0.2348 3.9448 0.12
C 1.3685 -0.1904 5.3085 -0.18
C 2.5196 -0.5630 5.9926 0.01
C 2.5024 -0.4765 7.3862 -0.03
C 1.3535 -0.0372 8.0646 -0.02
C 0.1946 0.3209 7.3611 0.03
C 0.2295 0.2253 5.9703 -0.15
H -2.2038 0.8412 6.4134 0.10
H -2.8381 -0.0864 5.0135 0.10
H -2.4473 1.6254 4.8313 0.10
H 1.6771 -0.5292 3.2157 0.16
H 3.3676 -0.8977 5.3913 0.12
H 3.3959 -0.7570 7.9478 0.13
H 1.3973 0.0376 9.1469 0.13
H -0.7367 0.6806 7.8068 0.12
```

Values from the calculation:
Total charge: +4
LUMO level (spin up / spin down) in eV: -13.322 / -14.099
Frontier orbital gap (spin up / spin down) in eV: 4.048 / 3.272

---

6.
DFT (the ωB97M-V functional and the def2-TZVPD basis) results for a cluster of 11 separate species, C16H54O11 in total.

```
81
Properties=species:S:1:pos:R:3:lowdin_charge:R:1
C -25.5220 13.2475 6.2208 -0.07
C -24.5437 13.3921 7.3871 -0.27
O -24.1145 12.0600 7.7578 -0.09
H -26.1926 12.3938 6.3187 0.08
H -24.9551 13.0320 5.3151 0.05
H -26.1625 14.1080 6.0274 0.05
H -25.1248 13.8813 8.1688 0.08
H -23.6450 14.0028 7.2999 0.09
H -24.5475 11.7893 8.5707 0.07
C -25.7687 21.2135 6.0392 -0.07
C -24.8944 21.9694 5.0547 -0.35
O -24.4357 20.9827 4.2231 -0.07
H -25.2978 20.3557 6.5194 0.05
H -26.6781 20.8745 5.5432 0.07
H -26.0510 21.8567 6.8727 0.07
H -24.0349 22.3543 5.6035 0.11
H -25.3834 22.8240 4.5870 0.12
H -24.2262 21.3969 3.3827 0.09
C -21.3198 19.6526 6.2458 -0.11
C -19.9109 19.2076 6.0206 -0.33
O -19.3181 19.8903 4.9214 -0.07
H -21.7898 19.1992 7.1186 0.08
H -21.9598 19.5199 5.3735 0.07
H -21.3020 20.7079 6.5182 0.07
H -19.9230 18.1219 5.9238 0.10
H -19.3456 19.4951 6.9071 0.11
H -18.7666 20.6287 5.1903 0.08
C -24.6371 17.0626 6.1117 -0.08
C -25.6551 17.6722 7.0459 -0.30
O -26.1778 16.6852 7.9399 -0.10
H -23.7645 16.8446 6.7274 0.07
H -24.2508 17.8100 5.4186 0.08
H -24.9169 16.1412 5.6010 0.07
H -26.4385 18.2069 6.5087 0.09
H -25.1137 18.4201 7.6252 0.10
H -26.4243 17.0379 8.7980 0.02
C -27.7050 14.2990 10.1844 -0.07
C -28.6302 13.2189 10.9178 -0.30
O -28.5712 12.0625 10.1584 -0.08
H -28.0559 14.4570 9.1645 0.07
H -26.6752 13.9748 10.0344 0.06
H -27.7196 15.2766 10.6661 0.04
H -29.6566 13.5691 10.8080 0.10
H -28.2539 13.0652 11.9291 0.11
H -29.1881 12.1599 9.4293 0.09
C -27.1152 18.3292 3.3111 -0.08
C -28.5558 18.7097 3.4267 -0.30
O -29.1203 17.8703 4.4091 -0.09
H -26.5336 18.0844 4.1998 0.06
H -26.6410 19.1968 2.8520 0.07
H -26.9236 17.5018 2.6279 0.08
H -29.0574 18.5466 2.4728 0.12
H -28.6587 19.7320 3.7905 0.11
H -29.9691 18.2463 4.6537 0.09
C -24.7334 13.8640 2.3362 -0.07
C -23.7689 12.6615 2.3192 -0.30
O -22.4718 13.1311 2.2755 -0.09
H -24.5862 14.4134 3.2660 0.05
H -25.7673 13.5192 2.3508 0.08
H -24.5390 14.5617 1.5216 0.07
H -23.8935 12.0787 1.4066 0.11
H -23.8585 12.0038 3.1838 0.12
H -22.4406 13.8983 1.6993 0.10
C -21.7826 15.5084 5.3492 -0.08
C -20.7402 14.5635 4.6941 -0.29
O -21.2160 13.2202 4.6970 -0.09
H -21.5571 16.5597 5.1702 0.05
H -21.8024 15.3286 6.4241 0.07
H -22.7692 15.3908 4.9010 0.05
H -19.7913 14.6189 5.2277 0.10
H -20.5686 14.8005 3.6442 0.10
H -21.5210 13.0369 3.8054 0.02
O -28.0912 15.8578 6.1956 -0.06
H -28.4231 16.5590 5.6350 -0.02
H -27.3250 16.2371 6.6261 -0.04
O -25.1106 20.0293 10.2020 -0.05
H -25.9278 20.5112 10.3292 0.03
H -25.3832 19.1174 10.0998 -0.01
O -27.0635 17.7821 10.1656 -0.02
H -26.7242 17.6502 11.0509 0.08
H -27.9636 18.0807 10.2957 0.08
```

Values from the calculation:
Structure (SMILES): CCO.CCO.CCO.CCO.CCO.CCO.CCO.CCO.O.O.O
LUMO level in eV: -0.141
Frontier orbital gap in eV: 9.163

---

F_max for every record listed, in sequence, given in eV/A: 0.4, 0.4, 4.3, 2.2, 2.9, 3.3.
Energy relative to the best compared isomer or geometry (same formula, charge and spin) for every record listed, in sequence, given in kJ/mol: 90.2, 83.1, 170.7, 193.9, 0.0, 241.9.